The following is a quantum chemistry calculation of C50H56CrIO2PSe as an isolated structure, from the OMol25 dataset.

Last column: Löwdin charge in e.
Element x y z (Å)
Cr (-0.02108, 0.90043, -1.34808)  0.132
C (-0.36358, -3.88927, 4.33332)  -0.049
C (-1.70958, -3.78328, 3.60132)  -0.557
C (-2.70568, -3.02547, 4.49122)  -0.049
C (-2.24528, -5.20018, 3.37202)  -0.065
C (-1.52518, -3.01217, 2.30122)  -0.180
C (-1.00328, -1.72697, 2.33092)  -0.074
C (-0.85168, -1.01167, 1.15912)  -0.343
Se (0.05752, 0.70553, 1.23262)  1.194
C (1.86672, 0.04433, 1.19872)  -0.361
C (2.53432, -0.26547, 2.36482)  -0.065
C (3.83772, -0.73557, 2.30872)  -0.175
C (4.43132, -0.82457, 1.04862)  0.034
C (3.79112, -0.49987, -0.13488)  -0.090
C (2.44072, -0.08517, -0.07758)  -0.361
O (1.71812, 0.20533, -1.12468)  -0.302
C (4.48362, -0.53367, -1.48828)  -0.533
C (3.73732, -1.48327, -2.43438)  -0.035
C (5.93972, -0.99627, -1.40458)  -0.065
C (4.46602, 0.88683, -2.07398)  -0.037
C (4.53722, -1.12907, 3.60152)  -0.557
C (3.74462, -2.26637, 4.26162)  -0.045
C (5.97512, -1.59977, 3.36952)  -0.063
C (4.56702, 0.07233, 4.55622)  -0.048
C (-1.23888, -1.49837, -0.10538)  -0.375
O (-1.15738, -0.74277, -1.15728)  -0.253
C (-1.71458, -2.83827, -0.14038)  -0.087
C (-1.84468, -3.53478, 1.04812)  0.028
C (-2.01438, -3.47657, -1.48958)  -0.533
C (-2.49508, -4.92757, -1.37628)  -0.068
C (-0.72758, -3.47608, -2.32988)  -0.035
C (-3.10458, -2.67287, -2.21048)  -0.042
H (-0.48178, -4.45907, 5.25292)  0.081
H (0.37252, -4.38998, 3.70872)  0.090
H (0.02082, -2.90707, 4.59192)  0.067
H (-2.84448, -3.55627, 5.43112)  0.080
H (-2.34728, -2.02417, 4.71312)  0.074
H (-3.66978, -2.93877, 3.99522)  0.087
H (-2.36178, -5.70598, 4.32802)  0.081
H (-3.21728, -5.17768, 2.88432)  0.084
H (-1.55668, -5.78497, 2.76612)  0.086
H (-0.69498, -1.25577, 3.25582)  0.100
H (2.01142, -0.13827, 3.30172)  0.102
H (5.44672, -1.16817, 0.99082)  0.086
H (3.73032, -2.49367, -2.03148)  0.092
H (2.70822, -1.16237, -2.57698)  0.066
H (4.22522, -1.49827, -3.40748)  0.082
H (6.00722, -2.00647, -1.00738)  0.085
H (6.37272, -0.99997, -2.40288)  0.082
H (6.53152, -0.32687, -0.78448)  0.084
H (3.44442, 1.23913, -2.20328)  0.060
H (4.98892, 1.57773, -1.41538)  0.089
H (4.95032, 0.89613, -3.04838)  0.082
H (3.68472, -3.12677, 3.59992)  0.090
H (4.22352, -2.57537, 5.18772)  0.081
H (2.73242, -1.94957, 4.49362)  0.068
H (6.00082, -2.46507, 2.71222)  0.085
H (6.57582, -0.80507, 2.93392)  0.085
H (6.42982, -1.88517, 4.31492)  0.082
H (3.56382, 0.41863, 4.78452)  0.073
H (5.04872, -0.20617, 5.49062)  0.081
H (5.11752, 0.90013, 4.11642)  0.088
H (-2.20508, -4.54587, 0.99662)  0.083
H (-1.74288, -5.55867, -0.90858)  0.083
H (-3.42168, -4.99398, -0.81088)  0.083
H (-2.68248, -5.31688, -2.37528)  0.081
H (0.04512, -4.06397, -1.83728)  0.090
H (-0.92098, -3.90957, -3.30958)  0.081
H (-0.35458, -2.46387, -2.47138)  0.071
H (-4.02048, -2.66597, -1.62238)  0.087
H (-2.78658, -1.64557, -2.36468)  0.068
H (-3.31438, -3.11958, -3.18078)  0.079
I (0.30152, 1.35293, -4.04198)  1.170
C (-1.26438, 2.59773, -4.93048)  -0.480
C (-1.29818, 2.47943, -6.31578)  -0.159
C (-2.04248, 3.35923, -7.08238)  -0.071
C (-2.70648, 4.38573, -6.45478)  -0.024
C (-2.72508, 4.49313, -5.05178)  -0.159
C (-3.43738, 5.56552, -4.48358)  -0.015
C (-3.56608, 5.68672, -3.12138)  -0.051
C (-2.99668, 4.72953, -2.30458)  -0.081
C (-2.23108, 3.66693, -2.80688)  -0.260
P (-1.62058, 2.60773, -1.44618)  1.001
C (-3.11008, 2.29623, -0.43718)  -0.345
C (-2.97318, 2.09503, 0.93512)  -0.129
C (-4.05758, 1.72743, 1.70582)  -0.059
C (-5.30068, 1.56053, 1.11522)  -0.073
C (-5.43988, 1.72493, -0.25228)  -0.074
C (-4.34918, 2.06763, -1.03168)  -0.076
C (-0.73348, 3.86393, -0.42948)  -0.353
C (-1.30878, 4.69082, 0.53152)  -0.095
C (-0.52998, 5.59482, 1.23242)  -0.067
C (0.83052, 5.68282, 0.99162)  -0.074
C (1.41672, 4.86232, 0.04272)  -0.064
C (0.63752, 3.96692, -0.66418)  -0.107
C (-2.03168, 3.54332, -4.21518)  -0.185
H (-0.72288, 1.70663, -6.79998)  0.086
H (-2.06798, 3.25873, -8.15578)  0.111
H (-3.23818, 5.13003, -7.02628)  0.114
H (-3.88768, 6.28893, -5.14788)  0.116
H (-4.11758, 6.50963, -2.68988)  0.112
H (-3.15078, 4.80752, -1.24058)  0.093
H (-2.01218, 2.24783, 1.41602)  0.044
H (-3.93348, 1.57413, 2.76742)  0.111
H (-6.15788, 1.31103, 1.72232)  0.104
H (-6.40368, 1.58473, -0.71758)  0.104
H (-4.44948, 2.16973, -2.10248)  0.109
H (-2.36228, 4.61883, 0.76032)  0.102
H (-0.99018, 6.22732, 1.97772)  0.107
H (1.43132, 6.39282, 1.53952)  0.105
H (2.47972, 4.91713, -0.14218)  0.111
H (1.10452, 3.33372, -1.42058)  0.080

Output
HOMO-LUMO gap (spin up / spin down): 5.91 / 6.06 eV
Strongest force on any atom: 1.6 eV Å⁻¹
Molar mass: 977.8 g/mol
Spin multiplicity: 5

***

The following is a quantum chemistry calculation of a 2-piece molecular cluster, C5H9NOS overall, from the OMol25 dataset.

Last column: Löwdin charge in e.
Element x y z (Å)
C (-1.09354, -0.02065, 0.66186)  -0.836
C (-0.86861, 1.39316, 0.34133)  -0.307
C (0.24104, 1.27177, -0.67038)  -0.168
C (0.27742, -0.54556, 0.87139)  -0.193
C (2.54799, 0.07906, -0.25538)  -0.261
H (-1.44754, -1.68752, -1.12269)  -0.011
H (-1.69507, 0.09270, 1.67729)  0.130
H (-1.63419, 2.00996, -0.02328)  0.087
H (-0.25759, 1.92958, 1.23101)  0.170
H (-0.11498, 0.75305, -1.59048)  0.110
H (0.65118, 2.40228, -0.76707)  0.159
H (0.57866, -0.54788, 2.10753)  0.194
H (0.08531, -1.69865, 0.30998)  0.159
H (3.23255, 1.35068, -0.38634)  0.219
N (1.20237, 0.32492, 0.09893)  -0.134
O (2.89117, -1.15638, -0.18697)  -0.054
S (-2.34813, -0.66838, -0.39535)  0.737

Output
HOMO-LUMO gap: 9.81 eV
Strongest force on any atom: 5.9 eV Å⁻¹
Molar mass: 131.2 g/mol
Spin multiplicity: 1

***

The following is a quantum chemistry calculation of C5H14N2O as an isolated structure, from the OMol25 dataset.

Last column: Löwdin charge in e.
Element x y z (Å)
C (-0.25963, 0.74222, 0.44864)  -0.562
C (0.15262, -1.43990, 1.83350)  -0.204
C (-0.80721, -0.59427, 0.45937)  -0.083
C (-0.91878, 0.97978, -1.45053)  -0.144
C (0.09444, 0.43118, -2.43107)  -0.165
N (1.11271, 0.93645, 0.51482)  0.109
N (1.43598, -1.91337, 1.42368)  -0.041
O (-0.89744, 1.67017, 1.25409)  0.020
H (-1.85263, 1.55736, 1.19818)  0.105
H (1.57014, 1.21554, -0.34014)  0.079
H (1.41545, 1.54432, 1.26345)  0.105
H (2.04914, -1.14121, 1.18484)  0.046
H (1.37643, -2.52948, 0.62050)  0.062
H (0.24269, -0.78307, 2.69796)  0.087
H (-0.50149, -2.27783, 2.07784)  0.077
H (-0.60390, -1.26054, -0.36961)  0.082
H (-1.83224, -0.64534, 0.80542)  0.096
H (-0.98862, 2.06783, -1.50352)  0.070
H (-1.92146, 0.58808, -1.63282)  0.075
H (0.29900, -0.63379, -2.25767)  0.062
H (-0.21278, 0.53334, -3.47706)  0.069
H (1.04757, 0.95253, -2.31987)  0.054

Output
HOMO-LUMO gap: 8.13 eV
Strongest force on any atom: 6.3 eV Å⁻¹
Molar mass: 118.2 g/mol
Spin multiplicity: 1

***

The following is a quantum chemistry calculation of a 5-piece molecular cluster, C30H25F5 overall, from the OMol25 dataset.

Last column: Löwdin charge in e.
Element x y z (Å)
F (-2.31393, -7.36802, 1.62418)  0.157
C (-1.90433, -6.06169, 1.64992)  -0.108
C (-1.01097, -5.52079, 0.71193)  0.036
C (-0.76444, -4.22444, 0.52716)  -0.012
C (-1.38655, -3.25711, 1.33830)  0.094
C (-2.20317, -3.72933, 2.44636)  0.066
C (-2.48173, -5.13391, 2.57013)  0.086
H (-0.52634, -6.22663, 0.05366)  0.149
H (-0.10823, -3.88860, -0.26214)  0.132
H (-1.31061, -2.19728, 1.14495)  0.130
H (-2.68478, -3.03618, 3.12015)  0.113
H (-3.13806, -5.55102, 3.31957)  0.135
F (-2.15873, 3.61250, -5.44128)  0.041
C (-1.78638, 2.94747, -6.56811)  -0.242
C (-1.28961, 1.64348, -6.43185)  -0.012
C (-0.79191, 1.05262, -7.59012)  -0.100
C (-0.94728, 1.64045, -8.81179)  -0.119
C (-1.53303, 2.86834, -8.98769)  -0.083
C (-1.91880, 3.54936, -7.84731)  -0.013
H (-1.17409, 1.13721, -5.48488)  0.099
H (-0.26616, 0.11030, -7.54514)  0.104
H (-0.61043, 1.02061, -9.62955)  0.104
H (-1.72517, 3.30505, -9.95659)  0.110
H (-2.62002, 4.35354, -8.01461)  0.113
F (-3.85950, 3.47377, 4.88164)  0.083
C (-3.00355, 2.61042, 4.33892)  -0.282
C (-3.21991, 1.26741, 4.60163)  -0.017
C (-2.35514, 0.33340, 4.07030)  -0.113
C (-1.19290, 0.71426, 3.45286)  -0.123
C (-0.98396, 2.02829, 3.09158)  -0.062
C (-1.91570, 3.01169, 3.55546)  0.023
H (-4.04808, 0.87835, 5.17536)  0.119
H (-2.68321, -0.68708, 4.20214)  0.084
H (-0.55469, -0.08104, 3.09705)  0.083
H (-0.32237, 2.30485, 2.28398)  0.092
H (-1.77008, 4.06094, 3.34506)  0.115
F (1.21104, 2.25216, -3.75671)  0.098
C (1.18540, 1.59585, -2.61825)  -0.299
C (0.78052, 0.27195, -2.56752)  -0.003
C (0.69816, -0.45560, -1.32254)  -0.073
C (1.08002, 0.27246, -0.20974)  -0.116
C (1.51437, 1.63946, -0.26122)  -0.069
C (1.65616, 2.26315, -1.47101)  0.003
H (0.34961, -0.20671, -3.43447)  0.103
H (0.26062, -1.44044, -1.25151)  0.074
H (1.23103, -0.18383, 0.75742)  0.068
H (1.80617, 2.12655, 0.65748)  0.092
H (1.92081, 3.29389, -1.65523)  0.124
F (2.03065, 1.40731, 3.00501)  0.038
C (2.98493, 0.54117, 3.40923)  -0.268
C (3.72198, -0.16312, 2.42827)  -0.032
C (4.84700, -0.84768, 2.80254)  -0.085
C (5.22475, -0.94597, 4.18020)  -0.060
C (4.42374, -0.31126, 5.16706)  -0.062
C (3.33651, 0.46004, 4.74026)  -0.026
H (3.40308, -0.11220, 1.39768)  0.093
H (5.40417, -1.32993, 2.01298)  0.103
H (6.08205, -1.59159, 4.30108)  0.095
H (4.60307, -0.56778, 6.20071)  0.103
H (2.80773, 1.07087, 5.45698)  0.117

Output
HOMO-LUMO gap (spin up / spin down): 5.60 / 1.62 eV
Strongest force on any atom: 3.5 eV Å⁻¹
Charge: +1
Molar mass: 480.5 g/mol
Spin multiplicity: 2